one | 24
Properties=species:S:1:pos:R:3 method="wB97M-V/def2-TZVPD" homo_lumo_gap_ev=9.50
H -2.25 -1.61 -0.53
N -1.55 -2.19 -0.10
C -0.99 -1.68 0.91
C -1.17 -0.32 1.52
O -0.02 -2.36 1.55
N 0.23 -3.68 1.10
H -1.04 0.48 0.72
H -2.14 -0.29 2.03
H -0.40 -0.11 2.26
H -0.51 -4.27 1.49
H 0.08 -3.67 0.08
C 0.03 1.14 -1.98
N 1.04 1.73 -1.14
C 0.52 2.79 -0.31
C 1.74 0.68 -0.32
H -0.71 0.56 -1.40
H 0.50 0.46 -2.69
H -0.49 1.92 -2.54
H -0.19 2.42 0.45
H 0.02 3.53 -0.93
H 1.35 3.27 0.21
H 2.53 1.18 0.24
H 2.22 0.00 -1.03
H 1.20 0.04 0.39

***

two | 24
Properties=species:S:1:pos:R:3 method="wB97M-V/def2-TZVPD" smiles="CN(C)C(N)=O.CNC" homo_lumo_gap_ev=9.15
C -1.31 0.77 0.10
N -0.51 0.13 -1.29
C -1.27 -0.90 -1.96
C 0.26 0.94 -2.07
N 0.98 1.92 -1.39
O 0.44 0.77 -3.27
H -0.78 1.17 0.96
H -2.05 0.00 0.29
H -1.75 1.65 -0.36
H -0.79 -1.18 -2.90
H -2.28 -0.55 -2.21
H -1.34 -1.78 -1.33
H 0.59 2.32 -0.56
H 1.44 2.57 -2.00
C 1.61 0.16 1.90
N 0.59 -0.59 1.21
C 0.05 -1.71 1.95
H 1.16 0.66 2.76
H 2.44 -0.46 2.26
H 2.01 0.92 1.23
H 0.83 -0.82 0.24
H -0.64 -2.27 1.32
H 0.83 -2.40 2.30
H -0.48 -1.33 2.83

***

Most stable: two

***

one | 11
Properties=species:S:1:pos:R:3 method="wB97M-V/def2-TZVPD" smiles="S=C[C@H](Cl)CS" homo_lumo_gap_ev=8.61
S 2.53 -1.01 -0.15
C 1.67 0.33 -0.17
C 0.19 0.35 -0.27
Cl -0.31 2.04 -0.13
C -0.63 -0.50 0.62
S -1.99 -1.34 -0.28
H 2.06 1.38 -0.23
H 0.05 -0.09 -1.23
H 0.09 -1.08 1.19
H -1.14 0.17 1.41
H -2.51 -0.25 -0.76

***

two | 11
Properties=species:S:1:pos:R:3 method="wB97M-V/def2-TZVPD" smiles="S=C[C@@H](S)CCl" homo_lumo_gap_ev=8.43
S 2.70 -0.85 -0.40
C 1.10 -0.75 -0.39
C 0.30 0.32 0.34
S 0.50 1.82 -0.58
C -1.18 -0.07 0.69
Cl -2.07 -0.75 -0.76
H 0.41 -1.49 -0.88
H 0.86 0.56 1.27
H 0.34 1.14 -1.74
H -1.69 0.85 0.99
H -1.27 -0.78 1.47

***

Most stable: two

***

one | 24
Properties=species:S:1:pos:R:3 method="wB97M-V/def2-TZVPD" total_charge=+1 smiles="COCCN1[C@H]2SC=C(C)[N@H+]21" homo_lumo_gap_ev=9.06
C -3.08 -2.06 -1.35
O -2.29 -1.34 -0.44
C -2.66 -0.12 0.09
C -1.44 0.53 0.88
N -0.22 0.34 -0.06
C 0.69 -0.68 0.43
S 1.76 -1.60 -0.54
C 2.91 -0.26 -0.60
C 2.43 0.94 -0.12
C 3.47 2.03 0.24
N 1.19 0.69 0.55
H -4.12 -2.27 -1.12
H -2.53 -2.95 -1.64
H -3.25 -1.58 -2.29
H -3.63 -0.11 0.57
H -2.87 0.63 -0.74
H -1.49 -0.05 1.80
H -1.67 1.61 1.10
H 0.52 -1.18 1.34
H 3.84 -0.68 -0.77
H 3.57 2.98 -0.37
H 4.40 1.59 0.39
H 3.19 2.26 1.29
H 1.27 1.29 1.36

***

two | 24
Properties=species:S:1:pos:R:3 method="wB97M-V/def2-TZVPD" total_charge=+1 smiles="CC1=NC(=S(C)(C)=O)C=[N+]1C" homo_lumo_gap_ev=10.04
C 2.90 1.35 -0.28
C 1.69 0.48 -0.20
N 0.46 0.97 -0.26
C -0.32 -0.15 -0.07
S -2.31 -0.16 -0.11
C -2.98 0.42 1.52
C -2.76 1.19 -1.29
O -2.88 -1.46 -0.43
C 0.44 -1.33 0.01
N 1.73 -0.87 -0.02
C 2.80 -1.80 0.25
H 3.59 1.19 0.65
H 3.46 0.98 -1.19
H 2.77 2.55 -0.33
H -4.09 0.08 1.35
H -2.81 1.43 1.46
H -2.46 -0.10 2.27
H -3.70 1.33 -0.86
H -2.06 1.93 -0.99
H -2.74 0.61 -2.21
H 0.17 -2.42 -0.22
H 2.34 -2.72 0.81
H 3.23 -2.16 -0.72
H 3.54 -1.33 0.85

***

Most stable: two

***

one | 70
Properties=species:S:1:pos:R:3 method="wB97M-V/def2-TZVPD" multiplicity=5 total_charge=+1 homo_lumo_gap_ev="8.40 / 4.93"
Ir 1.54 -0.52 -0.30
B 4.25 -0.99 2.02
N 4.48 -0.96 0.50
C 5.75 -0.94 -0.01
C 5.68 -0.89 -1.38
C 4.31 -0.87 -1.65
N 3.61 -0.91 -0.51
N 2.81 -1.10 2.51
C 2.49 -1.21 3.82
C 1.13 -1.29 3.94
C 0.65 -1.22 2.62
N 1.68 -1.12 1.77
H 4.75 0.02 2.51
H 4.88 -1.95 2.46
H 6.60 -0.98 0.65
H 6.50 -0.88 -2.08
H 3.81 -0.84 -2.61
H 3.26 -1.23 4.58
H 0.55 -1.39 4.85
H -0.36 -1.23 2.25
C -2.43 -1.60 -2.04
C -1.73 -1.72 -0.69
C -2.75 -1.81 0.43
C -0.81 -2.93 -0.68
O -0.84 -0.56 -0.49
Si -1.15 1.07 -0.36
S 0.91 1.72 -0.35
O -2.02 1.62 -1.59
C -1.85 2.33 -2.85
C -0.85 1.59 -3.72
C -3.22 2.33 -3.50
C -1.39 3.74 -2.54
O -1.91 1.36 1.02
C -1.95 2.39 2.04
C -0.84 2.11 3.04
C -3.32 2.28 2.69
C -1.78 3.75 1.38
H -2.97 -2.52 -2.26
H -1.69 -1.44 -2.83
H -3.13 -0.76 -2.05
H -3.47 -2.60 0.21
H -3.29 -0.87 0.55
H -2.27 -2.05 1.39
H -1.39 -3.85 -0.78
H -0.24 -2.99 0.25
H -0.12 -2.87 -1.53
H -1.18 0.57 -3.90
H 0.14 1.57 -3.26
H -0.76 2.10 -4.69
H -3.53 1.31 -3.74
H -3.19 2.92 -4.42
H -3.96 2.77 -2.82
H -0.39 3.73 -2.08
H -2.09 4.22 -1.85
H -1.34 4.34 -3.46
H -1.00 1.14 3.52
H -0.83 2.89 3.81
H 0.13 2.11 2.54
H -3.47 1.26 3.07
H -4.11 2.51 1.98
H -3.39 2.98 3.53
H -0.79 3.84 0.92
H -1.88 4.54 2.13
H -2.54 3.90 0.61
N 1.52 -4.81 -0.26
N 2.53 -3.83 -0.64
H 1.99 -5.48 0.33
H 1.30 -5.31 -1.10
H 2.04 -3.07 -1.10
H 2.90 -3.44 0.21

***

two | 70
Properties=species:S:1:pos:R:3 method="wB97M-V/def2-TZVPD" multiplicity=5 total_charge=+1 homo_lumo_gap_ev="8.08 / 4.56"
Ir 1.75 -0.20 -0.84
B 4.37 2.33 -1.19
N 4.74 0.90 -1.17
C 6.06 0.49 -1.16
C 6.09 -0.86 -1.27
C 4.72 -1.24 -1.34
N 3.93 -0.18 -1.28
N 2.94 2.73 -1.29
C 2.55 4.05 -1.29
C 1.19 4.09 -1.36
C 0.80 2.74 -1.41
N 1.86 1.93 -1.37
H 5.00 2.88 -2.12
H 4.89 2.90 -0.22
H 6.86 1.21 -1.09
H 6.95 -1.50 -1.30
H 4.28 -2.22 -1.46
H 3.28 4.84 -1.24
H 0.56 4.97 -1.38
H -0.19 2.30 -1.43
C -2.79 0.81 -1.94
C -1.78 -0.33 -2.06
C -2.49 -1.68 -2.04
C -0.96 -0.17 -3.33
O -0.83 -0.27 -0.95
Si -1.06 -0.25 0.70
S 0.96 -0.29 1.38
O -1.88 1.09 1.06
C -1.88 2.11 2.07
C -0.77 3.11 1.74
C -3.24 2.77 2.00
C -1.66 1.48 3.44
O -1.92 -1.57 1.09
C -1.90 -2.70 1.98
C -0.85 -3.69 1.48
C -3.29 -3.30 1.91
C -1.58 -2.24 3.39
H -3.53 0.72 -2.73
H -2.31 1.78 -2.02
H -3.31 0.77 -0.98
H -3.12 -1.77 -2.93
H -3.12 -1.78 -1.16
H -1.77 -2.50 -2.04
H -1.63 -0.08 -4.19
H -0.31 -1.03 -3.51
H -0.34 0.72 -3.28
H -0.97 3.56 0.76
H 0.19 2.60 1.71
H -0.74 3.90 2.49
H -3.42 3.16 0.99
H -3.30 3.61 2.70
H -4.03 2.05 2.24
H -0.68 1.01 3.49
H -2.43 0.74 3.64
H -1.71 2.25 4.22
H -1.07 -3.97 0.44
H -0.86 -4.59 2.09
H 0.14 -3.24 1.55
H -3.52 -3.61 0.89
H -4.03 -2.57 2.23
H -3.36 -4.18 2.56
H -0.61 -1.73 3.43
H -1.54 -3.10 4.06
H -2.35 -1.56 3.76
N 2.21 -3.37 -1.19
N 1.20 -2.36 -1.33
H 1.79 -4.28 -1.32
H 2.52 -3.32 -0.23
H 0.40 -2.52 -0.73
H 0.87 -2.36 -2.29

***

Most stable: two